Entry 1:
ORCA calculation (ωB97M-V/def2-TZVPD) on C47H60BrClHfNO5SSi as an isolated structure in a non-equilibrium geometry.

HOMO level: -4.3 eV
Total energy: -6028.16807 Ha
Relative energy (zero: lowest compared OMol25 entry of this formula, charge and spin): 22.91 kJ/mol
Gap between HOMO and LUMO: 6.668 eV
Molar mass: 1072.999 g mol⁻¹

ORCA input file:
```
! RIJCOSX wB97M-V def2-TZVPD def2/J DEFGRID3
* xyz -1 1
Hf 0.19 -3.42 -0.80
C 3.83 3.27 -1.13
C 4.51 1.89 -1.41
C 5.48 1.57 -0.24
C 5.40 2.04 -2.66
C 3.48 0.76 -1.61
C 2.78 0.13 -0.58
C 1.86 -0.90 -0.87
N 1.05 -1.65 -0.02
C 0.77 -1.49 1.35
C 1.03 -0.36 2.09
C 0.68 -0.25 3.41
C 0.01 -1.35 3.96
C -0.39 -2.49 3.25
C 0.05 -2.55 1.93
O -0.35 -3.53 1.08
C -1.14 -3.61 4.02
C -2.24 -2.95 4.87
C -0.20 -4.25 5.02
C -1.75 -4.73 3.23
C 1.08 1.00 4.17
C 0.77 0.84 5.67
C 2.61 1.19 4.04
C 0.31 2.21 3.71
C 1.74 -1.37 -2.20
O 0.85 -2.35 -2.35
C 2.52 -0.82 -3.25
C 3.30 0.23 -2.89
C 2.47 -1.30 -4.71
C 0.97 -1.30 -5.07
C 2.89 -2.77 -4.78
C 3.30 -0.57 -5.74
H 4.54 3.99 -0.74
H 2.96 3.10 -0.47
H 3.44 3.71 -2.06
H 6.30 2.27 -0.19
H 5.91 0.59 -0.39
H 4.96 1.60 0.73
H 6.18 2.72 -2.38
H 4.90 2.44 -3.53
H 5.79 1.09 -2.96
H 2.97 0.32 0.48
H 1.45 0.46 1.52
H -0.17 -1.38 5.02
H -1.85 -2.18 5.49
H -2.73 -3.72 5.46
H -3.01 -2.51 4.21
H 0.29 -3.52 5.67
H 0.58 -4.81 4.48
H -0.76 -5.00 5.55
H -2.36 -4.27 2.44
H -2.32 -5.45 3.85
H -0.94 -5.37 2.74
H 1.26 -0.03 6.08
H -0.30 0.58 5.78
H 1.01 1.70 6.28
H 3.19 0.25 4.21
H 2.98 1.89 4.76
H 2.91 1.47 3.03
H -0.76 2.02 3.79
H 0.43 2.59 2.69
H 0.58 3.06 4.32
H 3.91 0.63 -3.67
H 0.39 -1.90 -4.37
H 0.85 -1.63 -6.10
H 0.51 -0.28 -5.02
H 2.24 -3.43 -4.16
H 3.93 -2.78 -4.47
H 2.83 -3.11 -5.81
H 3.06 0.51 -5.74
H 3.02 -0.96 -6.70
H 4.34 -0.78 -5.58
Br -3.59 0.20 -3.31
C -2.14 1.35 -3.52
C -1.82 1.77 -4.79
C -0.79 2.73 -4.97
C -0.09 3.24 -3.91
C -0.43 2.80 -2.60
C 0.26 3.37 -1.54
C 0.06 2.90 -0.29
C -0.94 1.94 -0.09
C -1.80 1.52 -1.07
C -1.49 1.87 -2.38
H -2.38 1.41 -5.65
H -0.55 3.06 -5.98
H 0.80 3.83 -4.04
H 0.96 4.20 -1.71
H 0.63 3.18 0.57
H -1.15 1.59 0.90
Cl 1.71 -5.26 -0.98
C -2.77 0.01 1.36
Si -3.37 1.14 -0.05
C -5.02 0.30 -0.41
C -3.96 2.90 0.30
C -3.93 3.96 -0.63
C -4.40 5.23 -0.23
C -4.87 5.47 1.07
C -4.87 4.43 2.01
C -4.48 3.19 1.60
H -3.71 -0.23 1.90
H -2.08 0.40 2.05
H -2.36 -0.91 0.90
H -5.47 0.02 0.58
H -4.93 -0.62 -1.00
H -5.73 0.99 -0.89
H -3.41 3.87 -1.59
H -4.47 6.02 -0.95
H -5.22 6.45 1.24
H -5.26 4.60 3.00
H -4.42 2.38 2.33
C -2.71 -5.88 0.06
S -3.07 -4.29 -0.74
O -3.47 -3.28 0.21
O -3.94 -4.49 -1.83
O -1.73 -3.92 -1.34
H -2.11 -6.43 -0.64
H -3.67 -6.35 0.28
H -2.20 -5.70 1.01
*
```

Here are the Löwdin charges for atoms 1 to 99, given in e: 1.34, -0.04, -0.51, -0.05, -0.08, -0.16, 0.03, -0.19, -0.05, -0.19, -0.01, -0.19, 0.00, -0.08, -0.26, -0.26, -0.55, -0.05, -0.06, -0.08, -0.54, -0.07, -0.04, -0.04, -0.27, -0.27, -0.09, -0.02, -0.54, -0.04, -0.05, -0.06, 0.07, 0.07, 0.07, 0.07, 0.08, 0.08, 0.07, 0.07, 0.08, 0.10, 0.09, 0.08, 0.06, 0.08, 0.10, 0.08, 0.10, 0.07, 0.07, 0.10, 0.11, 0.08, 0.09, 0.07, 0.10, 0.07, 0.07, 0.09, 0.06, 0.08, 0.07, 0.07, 0.08, 0.09, 0.09, 0.08, 0.08, 0.10, 0.07, 0.08, 0.89, -0.61, -0.14, -0.09, -0.03, -0.16, -0.05, -0.05, -0.11, -0.19, -0.22, 0.10, 0.10, 0.11, 0.11, 0.09, 0.05, -0.08, -0.14, 0.61, -0.24, -0.22, -0.06, -0.09, -0.09, -0.10, -0.10

Entry 2:
ORCA calculation (ωB97M-V/def2-TZVPD) on C12H14Cl5IrNO4S as an isolated structure.

HOMO level (alpha / beta): -15.3 / -15.3 eV
Total energy: -3624.08658 Ha
Relative energy (zero: lowest compared OMol25 entry of this formula, charge and spin): 220.98 kJ/mol
Gap between HOMO and LUMO (alpha / beta): 6.864 / 5.748 eV
⟨S²⟩: 0.7606
Molar mass: 637.796 g mol⁻¹

ORCA input file:
```
! RIJCOSX wB97M-V def2-TZVPD def2/J DEFGRID3
* xyz 2 2
Ir -0.17 -0.26 0.65
C -1.45 -2.22 -1.20
O -0.14 -1.89 -0.63
C 0.94 -1.90 -1.61
C 0.92 -0.58 -2.32
O 0.87 0.43 -1.29
C 0.38 1.71 -1.75
C -1.13 1.68 -1.72
O -1.47 1.38 -0.36
C -2.89 1.43 -0.07
H -1.37 -3.23 -1.61
H -1.71 -1.51 -1.99
H -2.17 -2.20 -0.40
H 0.82 -2.75 -2.28
H 1.83 -2.04 -1.02
H 0.05 -0.46 -2.97
H 1.83 -0.45 -2.92
H 0.77 1.95 -2.73
H 0.76 2.44 -1.03
H -1.57 0.93 -2.38
H -1.53 2.66 -2.00
H -3.25 2.43 -0.28
H -3.02 1.20 0.98
H -3.42 0.69 -0.68
Cl 3.60 -0.99 0.19
C 2.92 -0.01 1.41
C 1.55 0.26 1.53
C 1.15 1.07 2.56
Cl -0.60 1.28 2.46
C 1.95 1.64 3.52
Cl 1.26 2.60 4.75
C 3.31 1.37 3.41
Cl 4.38 2.03 4.55
C 3.79 0.57 2.35
Cl 5.47 0.29 2.23
O 0.56 -3.05 2.69
S -0.79 -2.58 2.69
N -1.15 -1.38 1.83
*
```

Quick look at the Löwdin charges, all values in e: 1.42, 0.00, -0.36, -0.13, -0.12, -0.27, -0.11, -0.14, -0.37, -0.03, 0.12, 0.10, 0.09, 0.16, 0.06, 0.13, 0.16, 0.16, 0.15, 0.13, 0.16, 0.12, 0.08, 0.11, 0.83, -0.65, -0.31, -0.62, 0.88, -0.69, 0.80, -0.67, 0.81, -0.67, 0.78, -0.44, 0.91, -0.58

Entry 3:
ORCA calculation (ωB97M-V/def2-TZVPD) on a 4-piece molecular cluster, C4H18N2O3 overall in a non-equilibrium geometry.

HOMO level: -8.9 eV
Total energy: -498.40772 Ha
SMILES string: CNCCCN.O.O.O
Relative energy (zero: lowest compared OMol25 entry of this formula, charge and spin): 42.00 kJ/mol
Gap between HOMO and LUMO: 9.378 eV
Molar mass: 142.199 g mol⁻¹

ORCA input file:
```
! RIJCOSX wB97M-V def2-TZVPD def2/J DEFGRID3
* xyz 0 1
C -1.53 -0.46 -2.10
N -0.82 -0.11 -0.88
C -1.57 0.77 -0.02
C -0.66 1.60 0.90
C 0.33 0.80 1.74
N -0.44 -0.23 2.48
H -2.02 0.39 -2.55
H -2.39 -1.13 -1.90
H -0.90 -1.05 -2.75
H -0.56 -0.95 -0.39
H -2.39 0.39 0.61
H -2.10 1.49 -0.65
H -0.09 2.19 0.19
H -1.29 2.27 1.49
H 1.11 0.38 1.10
H 0.82 1.41 2.49
H -0.73 -0.98 1.87
H 0.10 -0.64 3.22
O 1.67 1.80 -1.34
H 0.84 1.36 -1.37
H 2.15 1.75 -2.17
O 2.23 -0.92 -0.50
H 2.41 -0.03 -0.79
H 2.13 -1.37 -1.35
O 0.94 -3.07 0.65
H 1.70 -2.52 0.41
H 1.06 -3.15 1.61
*
```

Quick look at the Löwdin charges, all values in e: -0.13, -0.12, -0.26, -0.19, -0.26, 0.00, 0.08, 0.08, 0.07, 0.08, 0.11, 0.11, 0.08, 0.11, 0.07, 0.11, 0.04, 0.05, -0.04, -0.01, 0.05, -0.07, 0.00, 0.06, -0.07, 0.00, 0.03

Entry 4:
ORCA calculation (ωB97M-V/def2-TZVPD) on C2H8N3 as an isolated structure in a non-equilibrium geometry.

HOMO level: -14.7 eV
Total energy: -244.95429 Ha
Relative energy (zero: lowest compared OMol25 entry of this formula, charge and spin): 297.50 kJ/mol
Gap between HOMO and LUMO: 10.931 eV
Molar mass: 74.107 g mol⁻¹

ORCA input file:
```
! RIJCOSX wB97M-V def2-TZVPD def2/J DEFGRID3
* xyz 1 1
C 0.07 -0.13 0.48
C 1.47 -0.48 -1.30
N 0.85 -0.09 1.43
N 0.11 -0.41 -0.76
N -1.72 0.30 0.89
H 1.61 -1.53 -1.08
H 2.16 0.21 -0.91
H 1.41 -0.34 -2.42
H 0.82 0.30 2.36
H -0.63 -1.00 -1.16
H -2.38 -0.55 0.80
H -1.88 0.52 1.95
H -1.78 1.19 0.42
*
```

Quick look at the Löwdin charges, all values in e: -0.37, -0.02, 0.23, -0.01, 0.14, 0.10, 0.09, 0.12, 0.10, 0.18, 0.16, 0.16, 0.10